A cluster of 6 separate species, C80H180F2NO4P5S2 in total at a distorted geometry, computed with the ωB97M-V functional and the def2-TZVPD basis.

Element x y z (Å)
C (12.45941, 10.50595, 0.50252)
C (10.92365, 10.35295, 0.52370)
C (10.39157, 9.36052, -0.51228)
C (10.63962, 9.93090, -1.96610)
P (9.38842, 9.51834, -3.23281)
C (7.67649, 9.60024, -2.57763)
C (6.99053, 11.01770, -2.33305)
C (7.41977, 11.72177, -1.00589)
C (6.77810, 13.11470, -0.84619)
C (9.51928, 7.78859, -3.95672)
C (9.61964, 6.79752, -2.78969)
C (9.83783, 5.43052, -3.34768)
C (8.79552, 4.88257, -4.39181)
C (9.55253, 10.71179, -4.56665)
C (8.43088, 10.61467, -5.63213)
C (8.41435, 11.78744, -6.70091)
C (9.19895, 11.41793, -7.95457)
H (12.78792, 11.40877, 1.01740)
H (12.87541, 10.59777, -0.50078)
H (12.88763, 9.65392, 1.03051)
H (10.58144, 11.35335, 0.25876)
H (10.55275, 9.94478, 1.46388)
H (9.32608, 9.28399, -0.29556)
H (10.83093, 8.38150, -0.32098)
H (11.52822, 9.58584, -2.49472)
H (10.69273, 11.01780, -1.90339)
H (7.74022, 8.94658, -1.70771)
H (7.08451, 8.97978, -3.25046)
H (5.90596, 10.93774, -2.40666)
H (7.24171, 11.72497, -3.12348)
H (8.49141, 11.91076, -0.94282)
H (7.26142, 10.99264, -0.21128)
H (6.87298, 13.65756, 0.09423)
H (5.70325, 12.99268, -0.97998)
H (7.21832, 13.87924, -1.48632)
H (10.46994, 7.76559, -4.48946)
H (8.70663, 7.64861, -4.66955)
H (8.67870, 6.88981, -2.24726)
H (10.46175, 7.00204, -2.12854)
H (9.93300, 4.72116, -2.52557)
H (10.79123, 5.45988, -3.87518)
H (9.09102, 3.89616, -4.74927)
H (8.43542, 5.38482, -5.28968)
H (7.87308, 4.61745, -3.87518)
H (10.52806, 10.53958, -5.02140)
H (9.48898, 11.70161, -4.11463)
H (7.44907, 10.52584, -5.16709)
H (8.50606, 9.66347, -6.15906)
H (8.87161, 12.66213, -6.23839)
H (7.35998, 12.02503, -6.84219)
H (8.60170, 10.62404, -8.40304)
H (10.16680, 10.97757, -7.71491)
H (9.27468, 12.14003, -8.76755)
C (9.54897, 16.90752, 1.42337)
C (8.68758, 18.06076, 0.96397)
C (8.26954, 17.74209, -0.47666)
C (7.03381, 18.58105, -0.81499)
P (6.27442, 18.18120, -2.40642)
C (4.86474, 19.34388, -2.80590)
C (5.13479, 20.70483, -2.06109)
C (4.07927, 21.75568, -2.44489)
C (4.35825, 23.10081, -1.82009)
C (7.46186, 18.65533, -3.73384)
C (7.03067, 18.15566, -5.14392)
C (7.81766, 18.94049, -6.31386)
C (7.51380, 20.39949, -6.44910)
C (5.92724, 16.42966, -2.58782)
C (4.89685, 15.96278, -3.62719)
C (4.28632, 14.50789, -3.23469)
C (3.11856, 14.14178, -4.15798)
H (10.48273, 17.02801, 0.87413)
H (9.12941, 15.91019, 1.29147)
H (9.65026, 16.90493, 2.50865)
H (9.18236, 19.02398, 1.08839)
H (7.85386, 18.23633, 1.64383)
H (8.03803, 16.69367, -0.66462)
H (9.10136, 18.09461, -1.08649)
H (7.26789, 19.63904, -0.93324)
H (6.28451, 18.39905, -0.04458)
H (3.99399, 18.92777, -2.29921)
H (4.67154, 19.46119, -3.87221)
H (6.07625, 21.11521, -2.42626)
H (5.15153, 20.70371, -0.97122)
H (3.10198, 21.34473, -2.19168)
H (4.21921, 21.86008, -3.52082)
H (5.40371, 23.35708, -1.99167)
H (4.21113, 23.11717, -0.74018)
H (3.71243, 23.88881, -2.20748)
H (8.44398, 18.24117, -3.50576)
H (7.62663, 19.72134, -3.57709)
H (5.95985, 18.21849, -5.33760)
H (7.39940, 17.13165, -5.20324)
H (7.59011, 18.41524, -7.24145)
H (8.90082, 18.83794, -6.24800)
H (8.02786, 20.85792, -5.60431)
H (6.44354, 20.59837, -6.39335)
H (7.88420, 20.79159, -7.39628)
H (5.61477, 16.11474, -1.59218)
H (6.85721, 15.90028, -2.79521)
H (5.30819, 15.96798, -4.63659)
H (4.03991, 16.62410, -3.75534)
H (3.97459, 14.52555, -2.19036)
H (5.00916, 13.69235, -3.25703)
H (2.19120, 14.58740, -3.79806)
H (3.05703, 13.05406, -4.12371)
H (3.21384, 14.34267, -5.22506)
C (-6.73748, 15.56906, 3.11312)
C (-5.65257, 14.47711, 3.28333)
C (-4.99975, 14.43220, 4.61880)
C (-4.12134, 13.21731, 4.71985)
P (-3.14752, 12.94348, 6.21760)
C (-1.84697, 14.18804, 6.43677)
C (-0.83770, 14.23158, 5.31883)
C (0.42387, 14.98268, 5.65764)
C (1.53796, 14.72309, 4.60627)
C (-4.43576, 13.08515, 7.49306)
C (-4.84909, 14.54946, 7.83807)
C (-5.42943, 14.60204, 9.27901)
C (-6.27405, 15.81890, 9.57695)
C (-2.33838, 11.33013, 6.27976)
C (-1.28704, 11.11870, 7.36974)
C (-0.66078, 9.69940, 7.27336)
C (0.48375, 9.36403, 8.25244)
H (-6.47939, 16.50312, 3.61213)
H (-7.68219, 15.23580, 3.54273)
H (-6.87713, 15.87726, 2.07697)
H (-4.85925, 14.61809, 2.54925)
H (-6.07775, 13.49510, 3.07605)
H (-5.82271, 14.31782, 5.32432)
H (-4.45667, 15.35817, 4.80785)
H (-3.35837, 13.22482, 3.94144)
H (-4.63537, 12.25668, 4.68700)
H (-1.28824, 13.93252, 7.33711)
H (-2.29881, 15.16929, 6.58196)
H (-1.32805, 14.67785, 4.45368)
H (-0.54939, 13.23533, 4.98349)
H (0.83205, 14.57743, 6.58352)
H (0.19211, 16.03975, 5.78794)
H (1.23836, 14.83199, 3.56392)
H (1.74807, 13.65376, 4.62827)
H (2.41913, 15.31298, 4.85860)
H (-3.87015, 12.62296, 8.30211)
H (-5.20817, 12.40677, 7.13072)
H (-5.54730, 14.91308, 7.08416)
H (-3.91915, 15.10631, 7.72306)
H (-4.61921, 14.41106, 9.98269)
H (-6.03567, 13.72782, 9.51632)
H (-5.67022, 16.71254, 9.41916)
H (-6.46320, 15.91006, 10.64654)
H (-7.23132, 15.63766, 9.08820)
H (-1.91708, 11.26134, 5.27682)
H (-3.17721, 10.64760, 6.41615)
H (-1.69305, 11.17959, 8.37947)
H (-0.48696, 11.85365, 7.28143)
H (-0.17282, 9.55154, 6.30996)
H (-1.43367, 8.93596, 7.36223)
H (0.92524, 8.37763, 8.11030)
H (0.04772, 9.44099, 9.24846)
H (1.21387, 10.14898, 8.44959)
C (-4.08618, 17.09894, 1.15587)
C (-3.12949, 17.19229, 2.32083)
C (-2.39296, 18.45880, 2.34380)
C (-1.87497, 18.80981, 3.74011)
P (-0.97308, 20.44454, 3.91805)
C (-0.12922, 21.11840, 2.40348)
C (1.04147, 20.21715, 1.87849)
C (1.48727, 20.61853, 0.52133)
C (0.54675, 20.18355, -0.60043)
C (0.41704, 20.30473, 5.16380)
C (1.16623, 18.99158, 5.23636)
C (2.57387, 19.16409, 5.80201)
C (3.50906, 17.95177, 5.70998)
C (-2.27671, 21.70471, 4.23663)
C (-3.48042, 21.83374, 3.19487)
C (-4.71663, 20.97207, 3.51445)
C (-6.05624, 21.29291, 2.74125)
H (-3.59792, 17.48683, 0.26187)
H (-4.96877, 17.70705, 1.35422)
H (-4.40252, 16.07233, 0.97121)
H (-2.53050, 16.28238, 2.28391)
H (-3.67450, 17.11210, 3.26138)
H (-2.98245, 19.31874, 2.02585)
H (-1.53583, 18.43945, 1.67071)
H (-1.12784, 18.11436, 4.12254)
H (-2.61775, 19.00366, 4.51393)
H (0.14881, 22.15373, 2.60070)
H (-0.97297, 21.07353, 1.71487)
H (0.81370, 19.15122, 1.87915)
H (1.87728, 20.44296, 2.54071)
H (2.52209, 20.29062, 0.42261)
H (1.68434, 21.68554, 0.41765)
H (0.47323, 19.09604, -0.60493)
H (0.84350, 20.53610, -1.58823)
H (-0.42519, 20.61769, -0.36603)
H (-0.15223, 20.48955, 6.07477)
H (1.01598, 21.21223, 5.08751)
H (1.28766, 18.49638, 4.27296)
H (0.61189, 18.22562, 5.77869)
H (2.68637, 19.34746, 6.87057)
H (2.99664, 20.07226, 5.37235)
H (3.50686, 17.56022, 4.69274)
H (3.35257, 17.18908, 6.47282)
H (4.51616, 18.31172, 5.92042)
H (-1.71653, 22.63599, 4.32042)
H (-2.53768, 21.46555, 5.26755)
H (-3.13599, 21.55313, 2.19951)
H (-3.70225, 22.88039, 2.98649)
H (-4.92246, 21.07785, 4.57960)
H (-4.54338, 19.89616, 3.53684)
H (-6.70874, 20.44725, 2.95855)
H (-6.02071, 21.21299, 1.65477)
H (-6.58363, 22.13841, 3.18294)
C (9.32296, 27.25515, 1.79183)
C (9.20117, 25.91161, 2.57415)
C (8.37082, 25.98976, 3.83312)
C (8.36537, 24.60326, 4.59781)
P (6.98303, 24.27134, 5.79398)
C (6.89757, 25.64888, 7.03421)
C (5.67081, 25.57825, 7.97384)
C (5.31331, 26.91039, 8.48074)
C (4.03174, 26.85081, 9.28725)
C (7.49322, 22.64786, 6.59720)
C (6.39485, 22.00158, 7.47163)
C (6.89194, 20.78517, 8.34916)
C (5.76970, 19.94959, 8.99482)
C (5.33559, 24.05759, 5.05924)
C (5.29242, 23.62431, 3.56355)
C (5.32022, 22.15799, 3.33876)
C (5.70761, 21.89094, 1.82773)
H (8.31546, 27.59698, 1.55475)
H (9.74359, 27.15236, 0.79152)
H (9.87588, 27.97657, 2.39343)
H (10.21719, 25.56635, 2.76548)
H (8.82960, 25.14931, 1.88936)
H (7.39179, 26.40875, 3.60066)
H (8.90998, 26.67887, 4.48316)
H (9.31590, 24.50999, 5.12307)
H (8.34530, 23.71566, 3.96545)
H (6.92721, 26.58719, 6.48032)
H (7.80042, 25.67829, 7.64420)
H (5.87773, 24.93964, 8.83260)
H (4.82723, 25.07305, 7.50348)
H (4.99620, 27.46039, 7.59472)
H (6.15066, 27.42862, 8.94804)
H (3.26037, 26.26081, 8.79229)
H (3.72790, 27.85449, 9.58460)
H (4.29767, 26.27216, 10.17187)
H (8.26335, 22.97198, 7.29717)
H (7.90938, 21.90250, 5.91944)
H (5.62940, 21.70728, 6.75359)
H (5.97546, 22.73778, 8.15736)
H (7.58189, 21.15058, 9.10979)
H (7.52381, 20.06993, 7.82260)
H (5.19673, 20.57987, 9.67494)
H (6.22723, 19.13394, 9.55472)
H (5.05896, 19.57193, 8.25975)
H (4.90871, 25.05943, 5.10600)
H (4.70093, 23.50687, 5.75351)
H (5.98425, 24.14863, 2.90433)
H (4.34837, 23.98942, 3.15911)
H (4.39436, 21.64129, 3.59158)
H (6.08562, 21.68055, 3.95057)
H (6.58756, 22.45743, 1.52295)
H (4.92295, 22.26250, 1.16867)
H (5.80589, 20.81702, 1.66918)
N (4.00864, 17.45113, -0.09847)
S (2.75621, 16.66393, -0.08296)
O (1.63154, 17.21064, 0.64673)
O (2.82323, 15.23690, -0.21579)
F (2.33614, 17.17153, -1.55143)
S (4.50596, 16.87097, 1.39695)
O (5.68712, 16.06115, 1.20399)
O (3.61790, 16.39672, 2.49571)
F (5.01518, 18.28262, 1.94810)

Values from the calculation:
Lowest unoccupied orbital energy (spin up / spin down): -9.5 / -14.9 eV
Max |F|: 11.18 eV Å⁻¹
Multiplicity: 2
Charge: +5
HOMO level (spin up / spin down): -17.94 / -17.94 eV
Orbital gap (spin up / spin down): 8.4 / 3.0 eV
Energy: -6212.97354 hartree

Atom charges from the Mulliken analysis, given in e for atoms 1 to 6: C -1.28; C -0.60; C -0.46; C -1.07; P 0.76; C -1.64

A structure of composition C3H4O2S at a distorted geometry, computed with the ωB97M-V functional and the def2-TZVPD basis.

Element x y z (Å)
C (-0.28533, 0.46230, 0.46492)
C (-0.60667, -0.90550, -0.10720)
C (1.13030, -0.10905, 0.16154)
H (-0.37826, 1.72674, -1.06548)
H (-0.41331, 0.58379, 1.56516)
H (-1.39956, -1.51058, 0.32982)
H (-0.82015, -0.84127, -1.16894)
O (-0.53000, 1.65869, -0.12856)
O (0.69454, -1.40961, -0.04541)
S (2.60844, 0.34449, -0.00586)

Values from the calculation:
Lowest unoccupied orbital energy: 0.2 eV
Max |F|: 3.76 eV Å⁻¹
Multiplicity: 1
HOMO level: -9.10 eV
Orbital gap: 9.3 eV
Energy: -665.31058 hartree

Atom charges from the Mulliken analysis, given in e for atoms 1 to 6: C 0.14; C -0.32; C 0.23; H 0.32; H 0.30; H 0.28